Record 1
The following is a DFT calculation (ωB97M-V with the def2-TZVPD basis set) of a single C5H4O2 molecule in a non-equilibrium geometry.

XYZ file:
```
11
Properties=species:S:1:pos:R:3:nbo_charge:R:1
O 1.823 -1.185 -1.145 -0.4543
C 0.981 -0.597 -0.518 0.4874
C 1.054 -0.016 0.890 -0.6735
C -0.285 0.647 1.237 0.1074
C -1.111 0.456 0.087 -0.7237
C -0.468 -0.274 -1.049 0.4558
O -0.911 -0.565 -2.130 -0.4766
H 1.314 -0.789 1.634 0.2830
H 1.884 0.709 0.970 0.2830
H -1.973 1.263 -0.190 0.3555
H -2.308 0.352 0.214 0.3558
```

## Properties
LUMO level: -0.67 eV
energy above the lowest of the compared OMol25 structures with the same formula, charge and spin: 115.3 kcal per mole
total energy: -9339.18055 eV
largest force on an atom: 2.06 eV/A
orbital gap: 8.002 eV

=====

Record 2
The following is a DFT calculation (ωB97M-V with the def2-TZVPD basis set) of a molecular structure, C12H13MoN in a non-equilibrium geometry.

XYZ file:
```
27
Properties=species:S:1:pos:R:3:mulliken_spin:R:1
Mo -0.425 -0.088 0.484 2.5848
C 1.982 -1.724 -0.054 0.0266
H 1.164 -1.365 -0.744 0.0007
H 2.997 -1.383 -0.259 0.0024
H 2.196 -2.804 -0.077 0.0046
H 1.648 -1.522 0.955 -0.0072
H -0.676 0.056 2.152 -0.0998
C -3.743 -1.517 -1.873 -0.0230
C -4.319 -0.313 -2.295 0.0180
C -3.699 0.915 -2.008 -0.0115
C -2.481 0.903 -1.310 -0.1431
N -1.976 -0.289 -0.865 0.0040
C -2.550 -1.496 -1.145 -0.0159
C -1.671 2.046 -0.918 -0.0665
C -2.039 3.382 -1.220 0.0328
C -1.206 4.431 -0.820 -0.0729
C 0.052 4.221 -0.185 -0.0042
C 0.453 2.900 0.113 -0.0366
C -0.421 1.840 -0.247 -0.1799
H -4.235 -2.479 -2.121 0.0013
H -5.249 -0.269 -2.846 0.0002
H -4.074 1.908 -2.297 -0.0016
H -2.051 -2.399 -0.776 -0.0073
H -2.997 3.574 -1.717 -0.0001
H -1.501 5.465 -1.032 -0.0010
H 0.698 5.078 0.105 -0.0010
H 1.410 2.665 0.591 -0.0037
```

## Properties
LUMO level (spin up / spin down): -10.61 / -9.32 eV
energy above the lowest of the compared OMol25 structures with the same formula, charge and spin: 0.0 kcal per mole
total energy: -15979.46455 eV
charge: +2
largest force on an atom: 2.30 eV/A
orbital gap (spin up / spin down): 5.838 / 7.161 eV
⟨S²⟩: 2.163
2S+1: 3

=====

Record 3
The following is a DFT calculation (ωB97M-V with the def2-TZVPD basis set) of 6 unconnected molecules or ions with the total composition C23H41N11O9.

XYZ file:
```
84
Properties=species:S:1:pos:R:3:lowdin_charge:R:1
C 0.688 0.992 2.527 -0.0906
C 0.948 -0.514 2.381 -0.2239
C 2.380 -0.836 1.961 -0.2181
N 2.618 -0.512 0.545 0.0190
C 2.223 -1.535 -0.359 -0.1732
C 2.975 -2.692 -0.535 0.0717
C 2.599 -3.645 -1.470 -0.0860
C 1.433 -3.471 -2.218 -0.0834
C 0.645 -2.348 -2.021 0.0872
C 1.043 -1.379 -1.109 -0.2224
O 0.290 -0.268 -0.927 -0.0639
C 0.398 0.723 -1.965 -0.2119
C 0.529 2.110 -1.347 -0.0468
C 1.076 -4.512 -3.218 -0.2877
O -0.070 -4.755 -3.529 0.1192
C 2.224 -5.254 -3.840 -0.1211
C 2.032 -5.776 -5.232 -0.0226
C 3.340 -5.421 -3.113 -0.0964
C 4.557 -6.179 -3.574 -0.0800
C 5.821 -5.385 -3.280 -0.2497
O 6.212 -4.515 -4.012 0.0672
C 3.407 -4.862 -1.723 -0.2895
O 4.106 -5.387 -0.882 0.1191
H 0.140 1.367 1.662 0.0570
H 0.129 1.204 3.433 0.0362
H 1.627 1.554 2.550 0.0712
H 0.305 -0.882 1.577 0.0954
H 0.710 -1.036 3.306 0.0921
H 2.621 -1.886 2.178 0.1077
H 3.071 -0.223 2.544 0.1151
H 3.596 -0.304 0.391 0.1203
H 3.871 -2.835 0.056 0.1342
H -0.272 -2.222 -2.582 0.1379
H 1.277 0.493 -2.574 0.1234
H -0.490 0.641 -2.601 0.1031
H 1.074 2.747 -2.043 0.0717
H -0.459 2.538 -1.180 0.0453
H 1.071 2.022 -0.408 0.0670
H 1.078 -5.446 -5.638 0.0795
H 2.822 -5.387 -5.879 0.0912
H 2.077 -6.864 -5.273 0.0935
H 4.609 -7.126 -3.032 0.1309
H 4.528 -6.339 -4.650 0.1155
H 6.368 -5.633 -2.356 0.1245
N -3.951 4.782 -2.120 0.1592
C -3.126 3.748 -1.799 -0.6765
N -2.990 2.806 -2.791 0.1588
O -2.549 3.647 -0.729 0.0174
H -4.423 4.831 -3.010 0.0457
H -4.078 5.503 -1.436 0.1016
H -2.405 2.015 -2.601 0.0778
H -3.451 2.886 -3.678 0.0731
N -0.442 1.415 7.330 0.1511
C -0.848 0.370 6.543 -0.6679
N -1.763 -0.457 7.120 0.1559
O -0.421 0.206 5.411 0.0178
H -0.804 1.574 8.251 0.0910
H 0.225 2.053 6.940 0.0997
H -2.087 -1.227 6.565 0.0980
H -2.130 -0.323 8.050 0.0527
N -5.027 -1.716 8.904 0.1577
C -4.488 -0.745 9.698 -0.6675
N -4.826 -0.803 11.018 0.1542
O -3.753 0.124 9.251 0.0067
H -5.634 -2.435 9.249 0.0949
H -4.819 -1.680 7.924 0.1034
H -4.446 -0.098 11.622 0.1050
H -5.432 -1.503 11.401 0.0941
N 2.647 6.118 -0.635 0.1490
C 3.233 5.003 -1.171 -0.6870
N 3.725 5.156 -2.443 0.1432
O 3.305 3.951 -0.567 0.0261
H 2.568 6.989 -1.123 0.0876
H 2.257 6.032 0.285 0.1035
H 4.162 4.358 -2.863 0.0984
H 3.669 6.014 -2.956 0.0862
N -4.444 3.541 -6.597 0.1558
C -5.273 4.171 -5.713 -0.6704
N -6.576 3.775 -5.733 0.1604
O -4.862 5.034 -4.949 0.0060
H -4.756 2.833 -7.235 0.0959
H -3.483 3.828 -6.612 0.1077
H -7.204 4.222 -5.091 0.1085
H -6.928 3.068 -6.350 0.0963
```

## Properties
LUMO level: -0.44 eV
SMILES: CCCNc1cc2c(cc1OCC)C(=O)C(C)=C(CC=O)C2=O.NC(N)=O.NC(N)=O.NC(N)=O.NC(N)=O.NC(N)=O
total energy: -59338.95964 eV
largest force on an atom: 0.69 eV/A
orbital gap: 7.939 eV